# 1
The following is a quantum chemistry calculation of a structure of composition C37H43BN8SSbY, from OMol25.

Output
M: 853.35 g/mol
ΔE to the lowest compared entry with this formula, charge and spin: 0.228 eV
Kohn-Sham gap: 8.33 eV
highest occupied orbital energy: -13.57 eV

Structure (ORCA input):
```
! wB97M-V def2-TZVPD RIJCOSX def2/J DEFGRID3
* xyz 2 1
Y -0.2994 1.3674 0.0589
C -1.6344 4.1916 -1.7584
C -1.9842 2.7291 -1.8753
C -2.9522 2.1455 -1.0528
C -3.2790 0.7939 -1.1666
C -2.6339 -0.0008 -2.1017
C -1.6722 0.5623 -2.9326
C -1.3579 1.9113 -2.8216
H -0.7333 4.3523 -1.1581
H -2.4469 4.7560 -1.3035
H -1.4329 4.6178 -2.7404
H -3.4921 2.7696 -0.3507
H -4.0469 0.3674 -0.5345
H -2.8829 -1.0496 -2.1872
H -1.1821 -0.0453 -3.6831
H -0.6338 2.3527 -3.4927
B 1.6826 3.4989 0.7742
N 2.2285 2.2796 1.5476
C 3.3550 2.0936 2.2403
C 3.4398 0.7545 2.5911
C 2.3022 0.1747 2.0449
N 1.5736 1.0991 1.4066
N 1.9989 3.3182 -0.7240
C 2.9497 3.8298 -1.5078
C 2.9220 3.1656 -2.7259
C 1.8987 2.2380 -2.5917
N 1.3354 2.3317 -1.3790
H 2.0793 4.5295 1.2270
H 0.4415 3.4226 0.8656
H 4.0130 2.9202 2.4539
H 4.2093 0.2759 3.1708
H 1.9607 -0.8468 2.0925
H 3.5799 4.6311 -1.1579
H 3.5489 3.3413 -3.5821
H 1.5407 1.5162 -3.3096
S -0.6818 -1.2396 0.4681
Sb 0.5109 -2.7634 -0.8161
C 2.5039 -2.8896 -0.2002
C 3.3731 -1.8099 -0.3407
C 4.6928 -1.9476 0.0612
C 5.1316 -3.1499 0.6022
C 4.2585 -4.2184 0.7472
C 2.9354 -4.0959 0.3436
C -0.3874 -4.6270 -0.5842
C -1.1801 -4.8931 0.5259
C -1.7100 -6.1672 0.6770
C -1.4452 -7.1481 -0.2690
C -0.6491 -6.8719 -1.3731
C -0.1097 -5.6045 -1.5383
C 0.3908 -2.2658 -2.8489
C 1.3439 -1.4503 -3.4523
C 1.2102 -1.1330 -4.7977
C 0.1337 -1.6252 -5.5257
C -0.8118 -2.4416 -4.9185
C -0.6873 -2.7690 -3.5736
H 3.0305 -0.8613 -0.7382
H 5.3766 -1.1160 -0.0464
H 6.1627 -3.2533 0.9128
H 4.6053 -5.1512 1.1710
H 2.2576 -4.9344 0.4509
H -1.3905 -4.1214 1.2560
H -2.3296 -6.3925 1.5345
H -1.8628 -8.1382 -0.1448
H -0.4460 -7.6418 -2.1052
H 0.5186 -5.3899 -2.3962
H 2.2020 -1.0895 -2.9002
H 1.9586 -0.5200 -5.2838
H 0.0396 -1.3842 -6.5763
H -1.6408 -2.8339 -5.4926
H -1.4191 -3.4155 -3.1017
C -2.8141 1.1206 2.2832
N -3.4934 1.3752 3.5260
C -3.8582 2.7943 3.5864
N -2.6714 3.6476 3.5063
C -1.9826 3.3986 2.2676
N -1.5595 1.9529 2.1157
C -0.6976 1.6485 3.3337
N -1.3838 1.9052 4.5714
C -2.5880 1.0757 4.6393
C -1.7792 3.3151 4.6213
H -3.4863 1.3553 1.4590
H -2.5293 0.0673 2.2275
H -4.3791 2.9908 4.5223
H -4.5309 3.0304 2.7593
H -1.0864 4.0172 2.2205
H -2.6368 3.6526 1.4309
H 0.1950 2.2709 3.2715
H -0.4104 0.5969 3.2824
H -3.1032 1.2664 5.5795
H -2.3048 0.0226 4.6012
H -0.8888 3.9437 4.5706
H -2.2920 3.5116 5.5617
*
```

# 2
The following is a quantum chemistry calculation of a structure of composition C37H43ClCsF3N2O2P2S at a distorted geometry, from OMol25.

Output
M: 867.13 g/mol
Kohn-Sham gap: 5.37 eV
highest occupied orbital energy: -1.68 eV

Structure (ORCA input):
```
! wB97M-V def2-TZVPD RIJCOSX def2/J DEFGRID3
* xyz -2 1
Cs -0.3804 -0.7171 0.3071
C -3.4484 -1.4786 -2.6424
C -2.5135 -0.3886 -3.1743
C -1.1797 -1.0119 -3.6015
P -2.1525 0.9351 -1.8833
C -3.7331 1.9557 -1.9108
C -3.4072 3.3639 -1.4052
C -4.8082 1.3348 -1.0169
C -1.0881 2.0368 -2.8806
C -1.3492 2.3155 -4.2187
C -0.5299 3.1329 -4.9808
C 0.6063 3.6744 -4.3788
C 0.8768 3.4372 -3.0518
C 0.0222 2.6443 -2.2272
N 0.2841 2.4157 -0.9166
C 0.8914 3.3733 -0.1740
C 0.6211 4.7617 -0.3471
C 1.2873 5.7332 0.3622
C 2.2630 5.3846 1.2969
C 2.4919 4.0393 1.5405
C 1.8007 3.0330 0.8705
P 1.9834 1.2499 1.2224
C 2.0797 1.1512 3.1007
C 0.7217 1.5907 3.6566
C 3.2157 1.8169 3.8824
C 3.7746 1.0249 0.7292
C 3.8433 1.1354 -0.7957
C 4.3232 -0.3203 1.1949
H -3.4332 -2.3441 -3.3116
H -3.1474 -1.8134 -1.6467
H -4.4792 -1.1371 -2.5766
H -2.9818 0.0775 -4.0484
H -0.7356 -1.5695 -2.7750
H -1.3273 -1.7071 -4.4330
H -0.4704 -0.2443 -3.9116
H -4.0943 2.0208 -2.9452
H -2.9424 3.3085 -0.4167
H -2.7150 3.8770 -2.0727
H -4.3207 3.9608 -1.3215
H -4.4360 1.2147 0.0028
H -5.6961 1.9748 -0.9876
H -5.1170 0.3501 -1.3580
H -2.2226 1.8804 -4.6941
H -0.7620 3.3382 -6.0194
H 1.2915 4.2800 -4.9642
H 1.7661 3.8597 -2.6002
H -0.1337 5.0409 -1.0728
H 1.0502 6.7793 0.1943
H 2.8223 6.1466 1.8274
H 3.2435 3.7718 2.2713
H 2.1613 0.0708 3.2506
H 0.5096 2.6237 3.3706
H -0.0823 0.9567 3.2782
H 0.7173 1.5282 4.7488
H 3.0219 2.8799 4.0271
H 3.2829 1.3605 4.8754
H 4.1874 1.6996 3.3980
H 4.3614 1.8400 1.1681
H 3.2893 0.3138 -1.2575
H 3.3982 2.0711 -1.1395
H 4.8795 1.0913 -1.1452
H 3.7402 -1.1375 0.7640
H 5.3626 -0.4425 0.8749
H 4.2872 -0.4209 2.2822
Cl 5.3781 -6.2131 1.0194
C 4.1097 -5.0907 0.5587
C 3.8232 -4.9041 -0.8050
C 2.8339 -4.0441 -1.1820
C 2.0452 -3.2885 -0.2353
O 1.1252 -2.5255 -0.6137
C 2.4059 -3.4901 1.1535
C 1.7972 -2.7421 2.2227
O 1.0107 -1.8106 2.1534
C 3.4150 -4.4009 1.5098
H 4.3931 -5.4497 -1.5473
H 2.6005 -3.8965 -2.2300
H 2.1453 -3.0770 3.2291
H 3.6429 -4.5356 2.5620
F -5.6282 -5.9231 1.3152
C -5.4270 -4.5632 1.3439
F -6.5301 -4.0694 1.9476
F -5.4722 -4.1826 0.0514
C -4.1475 -4.2398 2.0389
C -3.3907 -5.2840 2.5348
C -2.1870 -5.0285 3.1731
C -1.8035 -3.6971 3.2765
N -2.5049 -2.6758 2.8248
C -3.6969 -2.8810 2.1938
S -4.5360 -1.5448 1.5807
H -3.7382 -6.3019 2.4125
H -1.5720 -5.8297 3.5598
H -0.8629 -3.4349 3.7580
*
```

# 3
The following is a quantum chemistry calculation of a structure of composition C37H43N2O4PSrTe at a distorted geometry, from OMol25.

Output
M: 825.95 g/mol
ΔE to the lowest compared entry with this formula, charge and spin: 6.071 eV
Kohn-Sham gap (spin up / spin down): 4.49 / 3.75 eV
highest occupied orbital energy (spin up / spin down): -0.80 / -0.05 eV

Structure (ORCA input):
```
! wB97M-V def2-TZVPD RIJCOSX def2/J DEFGRID3
* xyz -2 1
Sr 0.5312 -1.5929 -0.0804
O 3.2534 3.6837 3.5860
C 2.6953 4.4474 2.7367
C 3.0698 5.8243 2.6547
C 2.5288 6.6876 1.7384
C 1.5278 6.2576 0.8687
C 1.1058 4.9478 0.9471
C 1.6535 4.0267 1.8343
C 1.1010 2.6519 1.8055
O 0.0364 2.3546 1.2707
N 1.8685 1.7764 2.5245
N 1.6382 0.4711 2.6699
C 2.2317 -0.0845 3.6558
C 2.0786 -1.4604 4.0797
C 2.0517 -1.6939 5.4500
C 1.7631 -2.9296 6.0001
C 1.5064 -3.9849 5.1443
C 1.6111 -3.7978 3.7863
C 1.9239 -2.5605 3.1861
O 2.0231 -2.4451 1.9004
H 2.6051 2.2554 3.1093
H 3.8419 6.1595 3.3398
H 2.8660 7.7207 1.6952
H 1.1005 6.9310 0.1344
H 0.3210 4.5899 0.3005
H 2.8373 0.5298 4.3469
H 2.2168 -0.8434 6.1011
H 1.7157 -3.0551 7.0753
H 1.2345 -4.9616 5.5351
H 1.4217 -4.6499 3.1377
O 0.5709 -4.5397 -2.2223
C 0.5000 -3.6042 -1.4596
C -2.4641 0.1244 -4.3284
C -1.4216 1.1854 -4.6589
C -0.2748 0.5239 -5.4197
P -0.7047 1.8121 -3.0267
C -2.1991 2.6499 -2.2416
C -2.7431 1.6018 -1.2739
C -1.8307 3.8507 -1.3880
C 0.4991 3.1011 -3.6638
C -0.0314 4.4230 -4.2186
C 1.5418 3.2897 -2.5686
H -2.7281 -0.4543 -5.2155
H -3.3729 0.5738 -3.9358
H -2.0288 -0.5399 -3.5807
H -1.8730 1.9853 -5.2606
H 0.3593 -0.0040 -4.7010
H 0.3231 1.2546 -5.9562
H -0.6579 -0.1877 -6.1504
H -2.9411 2.9224 -3.0056
H -1.9174 1.3343 -0.6001
H -3.0574 0.7035 -1.7889
H -3.5820 2.0040 -0.7081
H -1.0894 3.5171 -0.6648
H -2.7110 4.1959 -0.8449
H -1.4499 4.6833 -1.9668
H 0.9921 2.5615 -4.4762
H -0.2015 5.1385 -3.4215
H -0.9621 4.2841 -4.7644
H 0.7027 4.8601 -4.8945
H 1.1274 3.8408 -1.7312
H 2.4078 3.8326 -2.9477
H 1.8483 2.3032 -2.1921
C 3.0360 -0.0512 -1.0829
H 3.4524 -1.0618 -0.8510
H 3.2030 0.5321 -0.1511
Te 0.8845 -4.2567 0.6911
C -0.6331 -5.5978 0.4090
C -1.8018 -5.5205 1.1555
C -2.6779 -6.5779 1.1947
C -2.3757 -7.7443 0.4988
C -1.1798 -7.8439 -0.2037
C -0.3027 -6.7841 -0.2169
C -0.6125 -2.9218 0.9917
C -1.4367 -2.7954 -0.1038
C -2.4893 -1.9241 -0.0907
C -2.6631 -1.0896 0.9982
C -1.7522 -1.1258 2.0366
C -0.7047 -2.0141 1.9947
H -2.0104 -4.5893 1.7058
H -3.5908 -6.5086 1.7785
H -3.0648 -8.5797 0.5254
H -0.9361 -8.7621 -0.7297
H 0.6398 -6.8353 -0.7517
H -1.3541 -3.4966 -0.9320
H -3.1847 -1.9223 -0.9185
H -3.5162 -0.4304 1.0457
H -1.8568 -0.4874 2.8979
H -0.0624 -2.0945 2.8513
*
```

# 4
The following is a quantum chemistry calculation of a structure of composition C37H43O3SiSn at a distorted geometry, from OMol25.

Output
M: 682.55 g/mol
ΔE to the lowest compared entry with this formula, charge and spin: 0.578 eV
Kohn-Sham gap (spin up / spin down): 3.94 / 3.84 eV
highest occupied orbital energy (spin up / spin down): -11.09 / -11.08 eV

Structure (ORCA input):
```
! wB97M-V def2-TZVPD RIJCOSX def2/J DEFGRID3
* xyz 1 1
O 1.6923 -5.0536 -2.8448
C 1.3392 -6.3086 -2.1696
C 1.5901 -7.1706 -3.3947
H 0.2839 -6.2723 -1.8850
H 1.9728 -6.5431 -1.3022
C 1.8024 -5.8057 -4.0846
H 0.7330 -7.7375 -3.7603
H 2.4899 -7.7861 -3.3547
C 0.6614 -5.5363 -5.0412
H -0.3007 -5.6750 -4.5365
H 0.7411 -6.2490 -5.8754
H 0.7156 -4.5261 -5.4511
C 3.1702 -5.6951 -4.7228
H 3.9474 -5.9293 -3.9891
H 3.3141 -4.6918 -5.1283
H 3.2370 -6.4123 -5.5518
Sn 0.5319 0.4149 -0.2179
C 3.0424 1.8386 0.2553
C 2.2082 1.4831 1.3667
C 2.2941 0.0454 1.5418
H 1.8055 2.1553 2.1336
C 3.2214 -0.4389 0.5582
C 3.7247 0.6728 -0.1612
H 4.5969 0.6542 -0.8269
H 3.1776 2.8636 -0.1239
H 1.9097 -0.4880 2.4196
H 3.5387 -1.4834 0.4591
C -0.5114 2.1083 -1.8277
C 0.5630 1.9491 -2.7635
C 0.3538 0.7317 -3.4575
H 1.3482 2.6839 -2.9383
C -0.7710 0.0763 -2.9059
C -1.3170 0.9063 -1.8788
H -2.2682 0.7722 -1.3709
H -0.8240 3.0368 -1.3597
H 0.9027 0.4069 -4.3346
H -1.2140 -0.8576 -3.2619
O -0.6168 -4.0694 -2.1171
C 0.3961 -3.0299 -2.0401
C 1.3038 -3.3067 -0.8560
H -0.1268 -2.0701 -1.8618
H 0.9484 -2.9340 -2.9724
C 0.3449 -4.0325 0.1160
H 1.7700 -2.4094 -0.4424
H 2.1032 -4.0069 -1.1271
C -0.9178 -4.3332 -0.7118
H 0.0936 -3.3922 0.9634
H 0.8076 -4.9506 0.4940
H -1.7381 -3.6693 -0.3783
H -1.2472 -5.3808 -0.5818
O -0.7934 1.4260 1.0794
Si -1.2727 2.6737 1.9794
C -1.0863 4.3053 1.0887
C 0.1666 4.6798 0.5811
C 0.3185 5.9047 -0.0787
C -0.7804 6.7546 -0.2355
C -2.0302 6.3901 0.2761
C -2.1844 5.1609 0.9302
C -3.0590 2.5378 2.4965
C -3.4797 3.0986 3.7112
C -4.8307 3.0549 4.0805
C -5.7614 2.4397 3.2377
C -5.3416 1.8713 2.0301
C -3.9894 1.8999 1.6652
C -0.2774 2.7792 3.5621
C 0.2185 3.9996 4.0360
C 0.9523 4.0335 5.2289
C 1.1861 2.8566 5.9467
C 0.6636 1.6432 5.4893
C -0.0668 1.6051 4.2969
H 1.0374 4.0263 0.6936
H 1.2946 6.1865 -0.4795
H -0.6656 7.6990 -0.7689
H -2.8882 7.0522 0.1552
H -3.1666 4.8822 1.3201
H -2.7625 3.5713 4.3867
H -5.1504 3.4987 5.0238
H -6.8130 2.4087 3.5202
H -6.0719 1.4064 1.3672
H -3.6692 1.4271 0.7320
H 0.0277 4.9278 3.4921
H 1.3366 4.9851 5.5947
H 1.7785 2.8790 6.8622
H 0.8212 0.7237 6.0521
H -0.4847 0.6572 3.9481
*
```

# 5
The following is a quantum chemistry calculation of a structure of composition C37H44As2O7P3Ti at a distorted geometry, from OMol25.

Output
M: 891.38 g/mol
ΔE to the lowest compared entry with this formula, charge and spin: 1.627 eV
Kohn-Sham gap (spin up / spin down): 3.10 / 3.08 eV
highest occupied orbital energy (spin up / spin down): -14.46 / -14.45 eV

Structure (ORCA input):
```
! wB97M-V def2-TZVPD RIJCOSX def2/J DEFGRID3
* xyz 3 1
Ti -19.7264 -12.5607 -1.8302
C -20.7843 -13.6894 -5.8975
C -20.9778 -14.4230 -4.6149
O -21.8946 -15.5236 -4.7678
P -19.3469 -15.0124 -3.7833
O -18.2358 -15.2616 -4.8921
O -19.6349 -16.5219 -3.4181
O -18.6777 -14.1236 -2.7242
P -21.7476 -13.1786 -3.3601
O -23.2445 -13.0565 -3.9233
O -21.4753 -13.7745 -1.9334
O -20.9937 -11.8337 -3.3088
H -20.3203 -14.3650 -6.6125
H -20.1852 -12.7825 -5.7464
H -21.8084 -13.4023 -6.3426
H -22.4686 -15.3564 -5.5453
H -17.4365 -14.6695 -4.8696
H -20.5697 -16.6913 -3.2564
H -23.9352 -12.5866 -3.4593
C -16.5633 -10.1326 -0.7716
C -15.2823 -9.3807 -0.9711
As -14.7885 -8.0457 0.5612
C -14.6504 -9.0796 2.1782
C -13.4726 -8.9090 2.9463
C -13.1835 -9.8277 3.9810
C -14.1694 -10.7120 4.3863
C -15.4511 -10.6719 3.8069
C -15.6724 -9.8859 2.6814
C -16.4964 -7.1297 0.8827
C -17.0021 -6.7680 2.1546
C -18.2984 -6.1900 2.2529
C -19.0626 -5.9862 1.0897
C -18.5767 -6.2738 -0.1348
C -17.2906 -6.8912 -0.2372
P -17.5698 -10.8371 -2.1908
C -17.8139 -9.3076 -3.1781
C -19.0630 -8.6542 -2.8992
C -19.4248 -7.6446 -3.8258
C -18.6140 -7.3048 -4.9104
C -17.4538 -8.0069 -5.1547
C -16.9736 -8.9649 -4.2702
C -16.3921 -11.9242 -3.0569
C -15.5265 -12.8178 -2.3625
C -14.7987 -13.7822 -3.0458
C -15.0007 -14.0098 -4.4391
C -15.8226 -13.1094 -5.1349
C -16.5436 -12.1573 -4.4564
H -17.3412 -9.4903 -0.2277
H -16.4682 -11.0461 -0.1325
H -15.2731 -8.7628 -1.8930
H -14.3983 -10.0127 -1.0342
H -12.6728 -8.3038 2.5140
H -12.2756 -9.6840 4.5391
H -13.9540 -11.3738 5.2336
H -16.2478 -11.1990 4.3853
H -16.6546 -9.8176 2.1881
H -16.3852 -7.0127 3.0202
H -18.7128 -6.0784 3.2712
H -20.0759 -5.7516 1.2381
H -19.0765 -6.0057 -1.0712
H -16.9827 -7.1893 -1.2428
H -19.6897 -8.8219 -2.0022
H -20.3241 -7.1101 -3.5187
H -18.8942 -6.4679 -5.5099
H -16.8952 -7.6725 -6.0185
H -15.9991 -9.3927 -4.3684
H -15.3070 -12.7834 -1.2844
H -14.0502 -14.3841 -2.4908
H -14.4409 -14.7080 -5.0378
H -16.0241 -13.3130 -6.1938
H -17.2362 -11.4815 -4.9905
C -19.7123 -14.6578 0.5506
As -19.1609 -12.7833 0.5473
C -17.4890 -13.1911 1.5635
C -20.4490 -11.8753 1.9040
C -20.5455 -12.5238 3.2937
C -19.5274 -12.3884 4.2407
C -19.6317 -12.9715 5.4806
C -20.8278 -13.6238 5.8316
C -21.8526 -13.8044 4.8902
C -21.6872 -13.2847 3.6165
H -19.5677 -15.0301 1.5864
H -18.9862 -15.1637 -0.0853
H -20.6791 -15.0287 0.1719
H -17.6646 -14.0958 2.1402
H -17.2138 -12.3416 2.1775
H -16.6271 -13.3857 0.8881
H -21.4067 -11.8585 1.3239
H -20.0824 -10.8330 1.8830
H -18.6346 -11.8409 3.8814
H -18.8300 -12.8784 6.2114
H -20.9800 -14.0243 6.8027
H -22.7610 -14.3505 5.1217
H -22.5209 -13.4056 2.8937
*
```